Record 1
{
  "formula": "C18H37Cl2NO14P2",
  "method": "ωB97M-V/def2-TZVPD",
  "homo_lumo_gap_ev": 7.47,
  "e_homo_ev": -9.79,
  "charge": 0,
  "e_lumo_ev": -2.32,
  "max_force_ha_per_bohr": 0.19119,
  "species": ["H", "H", "H", "C", "H", "C", "O", "C", "P", "H", "O", "H", "O", "C", "H", "H", "H", "H", "C", "H", "C", "P", "H", "O", "O", "H", "H", "O", "H", "H", "H", "O", "C", "O", "H", "C", "H", "C", "Cl", "H", "H", "H", "H", "C", "O", "H", "H", "H", "O", "H", "H", "C", "H", "O", "O", "O", "C", "H", "C", "H", "C", "H", "C", "C", "C", "H", "H", "H", "H", "O", "Cl", "C", "N", "H"],
  "coordinates": [[-0.562, -6.868, -3.042], [6.939, 1.695, -1.180], [-1.930, -1.311, -0.593], [-1.418, -5.588, -4.563], [0.087, 4.643, 1.031], [-3.922, -4.745, -1.568], [1.906, 3.761, -2.492], [-3.322, 4.474, 3.933], [-1.274, -4.228, -2.311], [-4.374, -5.194, -0.678], [-2.102, -2.833, -1.945], [-4.096, -3.673, -1.477], [0.845, 3.957, 3.254], [6.042, -0.323, -2.030], [-2.222, -0.227, -2.748], [-0.356, 2.615, 6.612], [0.564, 2.118, 1.557], [-0.852, 1.754, 0.589], [6.928, 0.542, -0.943], [-5.722, -5.280, -2.633], [-0.049, 3.459, 5.986], [-0.541, 4.536, 3.632], [-1.431, 4.100, 0.329], [-2.089, 5.182, 4.053], [-0.142, -3.457, -3.034], [-2.057, -5.702, -5.445], [-1.348, 4.925, 6.911], [3.674, 1.899, -2.339], [-3.396, 4.079, 6.068], [1.012, 3.327, 5.756], [8.042, 0.113, -0.981], [1.830, -0.514, -0.138], [-0.060, 2.496, 0.741], [-2.038, -4.632, -3.721], [0.230, 4.735, 7.707], [4.526, -0.499, -1.433], [4.498, -0.273, -0.261], [-0.281, 4.755, 6.741], [4.090, -2.321, -1.689], [6.558, 0.307, 0.168], [6.524, -1.415, -2.039], [0.094, 5.611, 6.171], [-0.888, -7.683, -4.583], [2.320, 2.526, -2.198], [-2.539, -5.089, -1.504], [-0.394, -2.029, -1.063], [-0.870, -1.085, -3.464], [-4.338, -6.340, -2.982], [2.796, -0.242, 1.744], [-0.569, 0.137, -2.209], [-2.217, -7.281, -3.473], [-1.243, -0.664, -2.525], [-4.097, 5.247, 3.885], [-0.814, 3.393, 4.795], [1.369, 1.549, -1.571], [-1.291, 3.796, 2.345], [-4.638, -5.308, -2.782], [-4.695, 3.312, 5.127], [-3.635, 3.584, 5.123], [2.919, 1.499, -0.206], [-0.668, 3.850, 1.070], [-4.427, -4.719, -3.678], [3.391, 0.470, -2.111], [-1.263, -6.934, -3.880], [-1.376, -1.722, -1.441], [-3.401, 3.918, 3.000], [-0.450, -5.212, -4.907], [-3.069, 2.650, 5.081], [1.881, -0.779, -2.762], [2.652, -0.260, -3.187], [6.136, 0.296, -3.774], [2.341, 0.682, -0.826], [1.726, -0.111, 1.169], [0.546, 2.548, -0.167]],
  "forces_ev_per_angstrom": [[0.10, -0.04, 0.02], [-0.13, -2.38, 0.59], [-0.08, -0.11, -0.01], [0.00, -0.25, -0.47], [-0.07, -0.23, 0.02], [-1.02, 0.11, 0.18], [3.61, -8.94, 1.93], [-0.98, -0.26, -0.08], [-6.77, 5.17, -4.69], [0.37, -0.09, 0.03], [0.55, -0.71, 1.09], [0.30, -0.07, -0.12], [0.43, 4.60, 0.92], [0.70, -1.28, 2.12], [0.15, -0.02, 0.10], [-0.04, 0.04, -0.21], [-0.09, 0.32, 0.01], [0.07, 0.08, -0.06], [0.81, -0.48, -0.17], [0.11, -0.02, 0.21], [0.10, -0.23, 0.43], [-4.16, -8.70, -1.31], [-0.07, 0.01, 0.12], [2.98, 2.86, 0.01], [1.92, -3.11, 2.96], [0.00, 0.16, 0.16], [0.15, -0.07, -0.01], [-3.85, -0.71, -0.19], [-0.11, 0.03, -0.13], [-0.02, 0.02, -0.02], [-2.41, 1.20, -0.06], [0.97, 2.75, -3.39], [0.01, 0.10, 0.01], [0.54, -0.71, -0.05], [0.01, 0.04, -0.12], [1.16, 0.92, -0.65], [0.25, -0.78, -2.70], [-0.15, 0.04, 0.09], [0.13, 2.09, 0.45], [0.63, 0.66, -2.54], [-1.22, 2.55, -0.17], [0.08, 0.06, 0.02], [0.04, 0.09, 0.09], [-3.01, 4.45, -0.83], [3.80, -1.19, 1.20], [-0.13, 0.07, -0.14], [0.08, -0.08, 0.22], [-0.08, 0.08, 0.13], [-3.58, 0.49, -1.85], [-0.12, 0.01, -0.01], [0.12, 0.06, -0.10], [-0.08, 0.16, -0.10], [0.32, 0.20, 0.03], [0.44, 0.49, 0.63], [3.41, 1.20, -0.90], [0.04, 1.45, 0.08], [0.18, 0.20, -0.55], [0.02, 0.21, -0.10], [0.37, -0.47, 0.10], [-1.18, -2.40, -0.04], [0.43, -0.51, -0.39], [0.01, -0.13, 0.12], [-2.68, -3.06, 2.49], [-0.14, -0.11, 0.03], [0.25, 0.60, -0.30], [0.31, 0.05, 0.09], [-0.01, 0.01, 0.03], [-0.04, 0.16, 0.05], [1.80, 1.23, -0.79], [0.39, 1.35, 2.23], [-0.24, -0.44, 1.78], [1.68, 1.68, -2.31], [3.20, -0.62, 4.32], [-0.51, 0.20, 0.49]]
}

Record 2
{
  "formula": "C18H37FNO20PS",
  "method": "ωB97M-V/def2-TZVPD",
  "homo_lumo_gap_ev": 8.68,
  "e_homo_ev": -10.76,
  "charge": 0,
  "e_lumo_ev": -2.07,
  "max_force_ha_per_bohr": 0.18110,
  "species": ["C", "O", "S", "O", "O", "C", "O", "H", "H", "P", "H", "C", "C", "O", "C", "C", "H", "F", "C", "H", "H", "H", "H", "O", "H", "C", "C", "H", "H", "O", "C", "H", "H", "H", "O", "H", "H", "O", "H", "O", "H", "H", "O", "O", "H", "H", "H", "C", "H", "C", "H", "C", "H", "H", "C", "O", "H", "O", "H", "C", "O", "C", "C", "H", "H", "H", "C", "O", "O", "H", "O", "H", "O", "N", "H", "H", "H", "O", "H"],
  "coordinates": [[6.619, 3.341, 4.983], [3.604, 3.341, 6.258], [2.496, 3.733, 5.210], [3.802, 9.025, 6.919], [-8.196, -9.095, -6.627], [-7.371, -7.933, -6.695], [1.458, -3.185, -1.375], [0.671, -0.197, -4.820], [6.108, 11.109, 4.607], [3.579, 1.834, 3.243], [0.812, 0.583, -3.233], [1.611, 0.194, -0.448], [0.116, 0.333, -4.040], [3.614, 1.500, 1.696], [3.712, 7.606, 7.035], [3.865, 4.565, 3.003], [5.572, 6.006, 3.429], [1.886, 5.322, 5.416], [-2.392, 4.255, -3.636], [4.283, 4.177, 1.956], [-1.796, 4.662, -2.812], [1.301, -5.220, -1.540], [-3.017, -2.827, -3.104], [1.631, -1.000, -1.228], [-7.701, -7.334, -7.549], [1.413, -2.135, -0.517], [4.417, 9.454, 5.788], [2.403, 0.174, 0.307], [4.709, 7.157, 7.065], [-0.433, 1.516, -4.616], [-4.517, -7.439, -2.474], [5.012, 12.493, 4.792], [4.520, 11.141, 3.754], [-8.703, -11.517, -3.647], [1.211, -2.200, 0.686], [0.249, -4.500, -0.306], [6.259, 3.718, 6.056], [4.434, 10.811, 5.808], [-7.547, -12.399, -4.711], [-1.612, 3.360, -4.426], [-4.866, -7.375, -1.439], [2.615, 0.932, 3.890], [1.314, 2.721, 5.477], [-2.302, -4.724, -2.627], [-4.273, -8.482, -2.691], [2.021, -4.660, -0.018], [4.859, 1.513, 3.826], [5.170, 4.982, 3.893], [0.631, 0.334, 0.019], [5.056, 11.407, 4.671], [-0.680, -0.325, -3.677], [-2.321, -3.314, -2.412], [-9.283, -12.756, -4.776], [3.225, 5.514, 2.759], [-1.152, 2.276, -3.752], [-8.748, -10.988, -5.660], [-2.706, 5.084, -4.275], [-3.335, -6.662, -2.656], [1.796, 1.038, -1.118], [1.244, -4.454, -0.761], [7.301, 2.167, 4.861], [-8.547, -11.960, -4.636], [-7.894, -9.935, -5.605], [3.122, 7.188, 6.212], [4.965, 5.209, 5.023], [-3.288, 3.754, -3.256], [-3.495, -5.336, -2.418], [-7.009, -9.771, -4.780], [-1.351, 2.027, -2.573], [-5.300, -7.117, -3.169], [4.876, 8.744, 4.907], [-1.317, -2.929, -2.607], [6.316, 4.030, 3.714], [2.990, 3.481, 3.561], [-6.324, -8.211, -6.853], [-7.480, -7.329, -5.788], [3.202, 7.375, 7.975], [-4.532, -4.789, -2.076], [-2.582, -3.085, -1.374]],
  "forces_ev_per_angstrom": [[3.48, -6.34, -2.32], [-3.20, 3.09, -4.34], [-2.14, -6.79, 5.27], [0.51, 0.49, -0.89], [0.09, -0.81, 0.77], [0.30, 0.45, -0.05], [-0.03, 0.88, 0.44], [-0.19, 0.33, -0.01], [-0.24, -0.07, -0.08], [-0.64, -3.20, -4.45], [-0.29, -0.11, -0.08], [0.10, 0.52, 0.50], [0.29, -0.45, 0.22], [0.01, 1.85, 4.76], [-0.09, -0.48, 0.06], [1.59, 1.01, -1.24], [-1.04, -2.21, 0.99], [1.72, -2.93, -1.04], [-0.29, 0.33, 0.26], [-1.02, 0.65, 2.28], [-0.16, -0.21, -0.05], [0.02, 0.38, -0.04], [-0.01, -0.11, 0.25], [-0.25, -1.26, 0.27], [-0.14, -0.34, 0.13], [-0.02, 0.20, 0.49], [0.07, -0.03, -0.14], [-0.31, -0.01, -0.13], [-0.14, 0.07, -0.14], [-0.69, 0.82, 0.53], [-0.47, -0.37, 0.05], [-0.14, -0.29, 0.24], [0.20, -0.08, 0.16], [0.19, -0.04, -0.18], [0.27, 0.04, -1.75], [0.24, 0.06, 0.06], [0.60, -0.38, -2.70], [-0.11, -1.22, 0.16], [-0.13, 0.21, 0.12], [0.43, -0.87, 0.36], [-0.03, 0.13, -0.23], [0.82, 1.38, -0.15], [4.17, 4.95, -1.93], [-0.80, -0.66, 0.11], [0.20, 0.32, -0.03], [-0.24, 0.13, -0.02], [-0.74, 0.84, 0.03], [0.51, 2.02, -0.85], [0.20, -0.10, -0.01], [0.25, 0.28, -0.44], [0.16, 0.20, 0.10], [0.03, 0.55, 0.08], [0.05, 0.32, -0.21], [1.17, -1.82, 0.72], [0.00, -0.18, 0.37], [0.60, 0.92, -0.12], [0.22, -0.31, -0.10], [0.12, 1.14, 0.15], [-0.02, -0.35, -0.06], [-0.07, -0.51, 0.19], [-4.57, 8.05, 1.02], [0.05, -0.38, 0.37], [0.28, 0.06, 0.26], [0.25, 0.11, 0.11], [0.23, -0.68, -2.15], [0.26, 0.05, 0.07], [-0.43, 0.14, 0.13], [-1.24, -0.22, -1.15], [0.28, 0.37, -1.65], [0.10, 0.02, 0.25], [-0.61, 0.85, 1.13], [-0.08, -0.37, -0.02], [-1.51, -0.65, 4.50], [0.57, 1.24, 1.61], [-0.17, 0.04, 0.20], [0.14, -0.19, -0.10], [0.09, 0.33, -0.16], [1.51, -0.78, -0.51], [-0.12, -0.03, -0.23]]
}

Record 3
{
  "formula": "C18H37NO15S3V",
  "method": "ωB97M-V/def2-TZVPD",
  "homo_lumo_gap_ev": 6.83,
  "e_homo_ev": -4.86,
  "charge": -1,
  "e_lumo_ev": 1.97,
  "max_force_ha_per_bohr": 0.06394,
  "species": ["H", "H", "H", "C", "C", "H", "O", "H", "O", "O", "C", "O", "C", "C", "O", "H", "H", "C", "C", "C", "C", "H", "H", "H", "C", "H", "C", "O", "H", "H", "S", "H", "H", "H", "S", "N", "H", "H", "O", "H", "O", "H", "O", "H", "H", "O", "C", "H", "O", "O", "H", "H", "H", "O", "H", "H", "S", "H", "C", "O", "H", "H", "H", "H", "H", "C", "C", "V", "O", "H", "H", "C", "C", "C", "H"],
  "coordinates": [[-3.160, 0.499, 1.488], [0.309, -5.067, 0.515], [-3.149, 0.071, -5.324], [0.566, 5.979, -3.532], [1.391, -4.987, 0.614], [2.562, 1.450, 1.370], [-1.437, -1.358, 1.247], [-2.597, 4.644, 2.533], [1.164, -6.872, 2.555], [-1.017, 1.495, 3.579], [-0.709, 5.401, 3.301], [-0.538, 1.239, 1.130], [0.371, 4.857, -1.447], [-0.042, 3.664, -3.484], [1.465, -1.245, 1.567], [-0.370, 5.946, 2.422], [-4.362, -1.383, -3.531], [-2.880, 2.205, -5.519], [-3.260, 0.964, -4.707], [2.833, 0.721, 2.133], [3.731, -1.650, 2.462], [-1.183, 6.228, 3.847], [4.253, -8.973, 2.501], [-1.867, 3.743, 3.932], [0.144, 3.675, -2.127], [-1.841, 2.396, -5.778], [0.249, 4.809, -4.219], [3.369, -5.709, 2.286], [-3.607, 2.108, 2.477], [-3.794, -2.087, -2.084], [1.712, -5.554, 2.363], [0.694, 6.916, -4.063], [3.179, -0.712, 0.658], [1.735, -3.971, 0.442], [-1.291, 1.831, 2.194], [-2.040, -2.484, 1.149], [2.122, 0.867, 2.954], [0.663, 7.015, -1.675], [-2.617, -2.826, 0.110], [1.851, -5.746, -0.016], [-1.114, 3.433, 1.986], [0.551, 4.890, -0.380], [-3.961, 0.770, -1.539], [-3.467, 2.076, -6.434], [4.881, -6.590, 1.373], [-1.687, -0.219, -1.521], [4.077, -7.948, 2.838], [3.826, 0.849, 2.569], [-1.978, -3.247, 2.121], [-2.477, 0.896, -3.522], [0.080, 2.756, -1.562], [3.381, -7.351, 0.881], [3.122, -8.115, 3.343], [1.388, -4.474, 3.265], [-2.697, -1.955, -3.535], [3.887, -2.541, 1.844], [-2.892, 0.087, -2.220], [-0.009, 5.064, 4.064], [3.904, -6.913, 1.733], [0.911, 0.419, -1.137], [-3.124, 2.054, 0.774], [-0.291, 2.753, -4.012], [3.377, -1.969, 3.441], [4.759, -1.277, 2.449], [-4.326, 1.046, -4.483], [-3.459, -1.479, -2.924], [-1.681, 4.294, 3.011], [0.191, -0.633, -0.191], [0.177, -1.992, -0.974], [4.791, -7.645, 3.602], [0.238, 4.817, -5.301], [-3.038, 1.550, 1.739], [0.536, 6.051, -2.147], [2.755, -0.725, 1.675], [-3.234, 3.170, -5.150]],
  "forces_ev_per_angstrom": [[-0.17, -0.19, 0.89], [-0.03, 0.22, 0.01], [0.39, -0.13, 0.19], [-0.70, 0.68, -0.29], [-0.21, -1.09, 1.47], [0.28, -0.08, -0.16], [-0.20, 0.71, -0.70], [-0.17, 0.19, 0.45], [0.18, 0.27, -0.13], [-0.47, 0.66, -1.49], [-0.63, 1.04, 0.99], [0.33, 0.49, 0.06], [0.68, 0.94, 0.25], [0.59, 0.11, -1.23], [-1.15, 0.96, -1.81], [0.71, -0.67, -0.10], [0.10, 0.58, -0.06], [-0.78, 0.21, -0.55], [-0.31, 0.98, -0.31], [-0.45, -0.18, 1.23], [-0.26, -0.42, -1.11], [-0.63, -0.28, 0.03], [0.70, 0.24, -0.42], [-0.19, -0.18, -0.18], [-0.46, -0.44, 1.15], [0.13, -0.71, 0.10], [0.01, 0.33, 0.46], [-1.63, 0.40, 0.12], [-0.52, -0.73, 0.12], [0.64, -0.07, 0.21], [0.17, 1.76, -1.11], [0.19, -0.14, -0.25], [0.35, -0.01, -0.08], [0.08, 0.05, 0.27], [-0.55, -0.83, 0.49], [0.68, -1.34, 0.74], [-0.02, -0.04, 0.06], [0.15, -0.11, 0.23], [-0.15, 0.66, -0.19], [0.12, 0.17, -0.10], [0.12, -1.17, 0.43], [-0.34, -0.36, 0.09], [0.47, -0.29, -0.59], [0.32, 0.05, -0.28], [0.01, -0.08, -0.13], [-0.43, 0.88, -0.20], [-0.95, -0.62, 0.35], [0.09, 0.61, -0.32], [-0.28, 0.54, -0.46], [0.71, 0.05, 0.40], [-0.05, -0.15, 0.00], [-0.50, 0.38, 0.09], [-0.06, 0.52, 0.05], [0.91, -1.55, -0.78], [0.32, 0.10, 0.39], [-0.55, -0.31, 0.21], [-0.69, -1.38, -0.16], [0.81, -0.06, -0.81], [0.97, -0.49, 0.64], [0.29, 0.15, 0.21], [0.01, 0.16, 0.06], [0.02, -0.12, 0.19], [0.06, 0.21, 0.10], [-0.16, 0.59, 0.55], [0.01, -0.01, 0.30], [-0.89, 0.32, 0.24], [-0.15, 0.12, -0.70], [0.79, -1.65, 2.73], [0.37, -0.25, -0.17], [0.17, 0.00, -0.17], [-0.10, -0.09, -0.03], [1.59, 1.28, -0.45], [0.03, -0.76, -0.49], [0.40, -0.32, -1.20], [-0.12, -0.30, 0.69]]
}